Entry 1:
{"formula": "C30H22N5O9W", "method": "the ωB97M-V functional and the def2-TZVPD basis", "symbols": ["W", "O", "N", "N", "O", "C", "C", "C", "C", "C", "C", "H", "H", "H", "H", "H", "O", "C", "O", "C", "C", "C", "N", "C", "C", "C", "O", "O", "H", "H", "H", "C", "C", "O", "H", "H", "H", "O", "C", "N", "C", "C", "O", "N", "C", "C", "C", "C", "C", "C", "C", "C", "C", "C", "C", "C", "H", "H", "H", "H", "H", "H", "H", "H", "H", "H", "H"], "positions_angstrom": [[-1.143, 1.892, 0.021], [-0.993, 1.969, 1.916], [0.200, 2.144, 2.429], [1.142, 2.103, 1.525], [0.846, 1.932, 0.215], [2.456, 2.111, 1.928], [2.766, 2.102, 3.294], [4.085, 2.062, 3.690], [5.108, 2.037, 2.752], [4.796, 2.063, 1.401], [3.483, 2.103, 0.981], [1.961, 2.115, 4.009], [4.324, 2.041, 4.742], [6.139, 1.998, 3.071], [5.585, 2.046, 0.665], [3.221, 2.124, -0.065], [-1.160, 2.320, -7.027], [-1.173, 3.300, -6.281], [-1.182, 4.508, -6.506], [-1.155, 2.922, -4.748], [-1.089, 1.585, -4.358], [-1.029, 1.249, -3.027], [-1.063, 2.165, -2.026], [-1.096, 3.480, -2.417], [-1.135, 3.879, -3.740], [-0.979, 4.480, -1.282], [-1.138, 5.671, -1.471], [-0.672, 3.937, -0.146], [-1.089, 0.829, -5.129], [-0.952, 0.210, -2.721], [-1.154, 4.932, -3.980], [-4.132, 3.616, 0.063], [-3.034, 2.599, 0.133], [-3.247, 1.405, 0.461], [-5.116, 3.152, 0.113], [-4.018, 4.193, -0.855], [-4.001, 4.318, 0.887], [-2.898, -0.567, -1.390], [-2.002, -1.001, -0.694], [-1.736, -2.302, -0.410], [-0.571, -2.454, 0.436], [-0.219, -0.970, 0.646], [0.669, -0.523, 1.349], [-1.050, -0.207, -0.084], [0.561, -3.178, -0.292], [1.892, -2.836, -0.088], [2.894, -3.477, -0.797], [2.586, -4.475, -1.706], [1.264, -4.840, -1.888], [0.260, -4.198, -1.186], [-0.874, -3.161, 1.748], [-1.809, -4.189, 1.781], [-2.105, -4.833, 2.969], [-1.467, -4.466, 4.141], [-0.519, -3.458, 4.109], [-0.219, -2.811, 2.922], [-2.350, -3.043, -0.695], [2.146, -2.053, 0.609], [3.923, -3.187, -0.644], [3.368, -4.962, -2.271], [1.011, -5.624, -2.586], [-0.765, -4.497, -1.348], [-2.314, -4.500, 0.879], [-2.838, -5.626, 2.978], [-1.707, -4.963, 5.070], [-0.009, -3.167, 5.015], [0.512, -2.019, 2.911]], "e_above_lowest_ev": 1.301, "spin_multiplicity": 3, "total_charge": -1, "e_lumo_ev": [1.5, 1.2], "homo_lumo_gap_ev": [6.54, 6.65]}

Entry 2:
{"formula": "C3H4BaO3", "method": "the ωB97M-V functional and the def2-TZVPD basis", "symbols": ["O", "C", "O", "C", "C", "O", "Ba", "H", "H", "H", "H"], "positions_angstrom": [[-4.111, 0.301, -0.065], [-5.211, 0.575, -0.057], [0.492, -1.708, -0.251], [1.561, -0.999, 0.105], [1.470, 0.570, -0.455], [0.336, 0.860, 0.367], [-1.553, -0.631, -0.245], [0.871, 0.655, 1.384], [2.341, 1.108, -0.056], [2.246, -1.487, 0.810], [1.557, 0.757, -1.538]], "e_above_lowest_ev": 1.545, "spin_multiplicity": 2, "total_charge": 1, "e_lumo_ev": [-4.1, -4.3], "homo_lumo_gap_ev": [5.47, 8.58]}

Entry 3:
{"formula": "C19H22N5O2PS", "method": "the ωB97M-V functional and the def2-TZVPD basis", "symbols": ["C", "P", "C", "O", "C", "O", "N", "N", "C", "S", "H", "H", "H", "H", "H", "H", "H", "N", "C", "C", "C", "C", "C", "H", "H", "H", "H", "H", "N", "C", "C", "C", "C", "C", "H", "H", "H", "H", "H", "N", "C", "C", "C", "C", "C", "H", "H", "H", "H", "H"], "positions_angstrom": [[-1.959, -4.386, -1.142], [-0.126, -4.499, -1.106], [0.524, -5.136, -2.699], [0.560, -2.968, -0.734], [0.347, -2.004, -1.665], [0.551, -2.145, -2.840], [-0.089, -0.734, -1.149], [0.271, 0.284, -2.088], [-0.627, 0.782, -2.743], [-1.733, 1.235, -3.747], [-2.390, -4.517, -2.141], [-2.366, -5.183, -0.523], [-2.340, -3.436, -0.759], [1.287, -4.453, -3.078], [1.014, -6.088, -2.516], [-0.230, -5.199, -3.487], [-1.083, -0.737, -0.935], [-2.750, -1.033, 1.980], [-1.499, -1.459, 2.152], [-0.570, -0.818, 2.956], [-0.962, 0.334, 3.618], [-2.258, 0.796, 3.452], [-3.108, 0.077, 2.626], [-1.236, -2.364, 1.612], [0.432, -1.213, 3.058], [-0.266, 0.867, 4.255], [-2.599, 1.691, 3.946], [-4.131, 0.400, 2.468], [4.648, -2.452, -3.439], [5.824, -1.862, -3.645], [6.040, -0.500, -3.496], [4.971, 0.295, -3.115], [3.738, -0.299, -2.898], [3.630, -1.671, -3.072], [6.632, -2.521, -3.944], [7.019, -0.076, -3.674], [5.097, 1.364, -2.989], [2.877, 0.284, -2.602], [2.688, -2.178, -2.911], [-2.467, 4.016, 3.123], [-1.318, 4.663, 2.933], [-1.161, 6.026, 3.130], [-2.259, 6.762, 3.544], [-3.463, 6.107, 3.745], [-3.513, 4.740, 3.523], [-0.486, 4.050, 2.605], [-0.202, 6.498, 2.962], [-2.178, 7.829, 3.708], [-4.345, 6.643, 4.068], [-4.435, 4.187, 3.672]], "smiles": "CP(C)OC(=O)NN=C=S.c1ccncc1.c1ccncc1.c1ccncc1", "e_lumo_ev": -0.3, "homo_lumo_gap_ev": 8.00}

no.,maximum force (eV Å⁻¹)
1,3.91
2,5.52
3,3.31